ORCA calculation (ωB97M-V with the def2-TZVPD basis set) on the molecule C3H5NO.

## Properties
SMILES: O=C[C@H]1CN1
E_tot: -247.24743 a.u.
Highest occupied orbital energy: -9.91 eV
Energy relative to the best compared isomer or geometry (same formula, charge and spin): 1.627 eV
Kohn-Sham gap: 10.7567 eV

Each line ends with the natural charge from an NBO analysis.
Positions of all 10 atoms, in Å:
1 O 1.101 -0.879 1.530  -0.51
2 C 1.308 -0.342 0.468  0.42
3 C 0.262 0.006 -0.541  -0.21
4 C -1.179 -0.217 -0.277  -0.25
5 N -0.611 1.123 -0.151  -0.55
6 H 2.330 0.006 0.218  0.11
7 H 0.610 0.027 -1.574  0.21
8 H -1.834 -0.312 -1.140  0.20
9 H -1.517 -0.729 0.627  0.22
10 H -0.469 1.316 0.840  0.35